DFT (ωB97M-V/def2-TZVPD) results for C37H27Co2N2O7P as an isolated structure.

```
76
C37H27Co2N2O7P ωB97M-V/def2-TZVPD
C -3.33400 -0.07907 2.49010
C -1.88348 0.21383 2.33223
C -0.92538 -0.74713 2.05983
N 0.37898 -0.54486 1.93118
C 0.86866 0.75428 1.95061
O 2.01665 1.06978 1.67609
N -0.06280 1.72459 2.31809
C -1.42822 1.59074 2.49317
O -2.11397 2.57995 2.75523
H -3.87507 0.87040 2.56457
H -3.73880 -0.65407 1.64409
H -3.53346 -0.66247 3.40216
H -1.22551 -1.79496 1.91772
H 0.31131 2.66477 2.34007
O 3.08031 -7.55216 -0.26653
C 3.14259 -6.93123 0.70860
Co 3.23228 -6.02526 2.20598
C 1.91662 -4.87313 1.91455
O 0.95357 -4.25994 1.69756
C 2.57634 -7.36943 3.12674
O 2.07388 -8.29029 3.61051
C 4.92522 -5.90567 2.75346
C 4.56951 -4.91493 1.80720
C 4.96598 -4.07543 0.81495
C 4.01923 -3.31056 0.03424
C 4.05823 -3.35658 -1.37906
C 3.09608 -2.69762 -2.13504
C 2.12310 -1.90997 -1.50505
C 2.12771 -1.82524 -0.11626
C 3.02492 -2.53792 0.65692
Co 4.53432 -4.52558 3.96708
C 3.57113 -3.09422 4.17753
O 2.98840 -2.09949 4.33038
C 6.17233 -4.10668 4.36914
O 7.26424 -3.82255 4.64528
P 4.02226 -5.64713 5.69913
C 2.24782 -5.79719 6.13369
C 1.86838 -6.44179 7.32200
C 0.51086 -6.58625 7.62653
C -0.46662 -6.05702 6.77315
C -0.08391 -5.36654 5.62226
C 1.26964 -5.22280 5.30974
C 4.71212 -7.35050 5.62963
C 3.92010 -8.49174 5.80222
C 4.48798 -9.76122 5.67894
C 5.84152 -9.90295 5.35717
C 6.62983 -8.76761 5.15706
C 6.07115 -7.49380 5.30054
C 4.73555 -4.94632 7.24400
C 5.66632 -5.64286 8.02995
C 6.29818 -5.00070 9.09941
C 5.98497 -3.67413 9.41299
C 5.01885 -2.99560 8.66390
C 4.38839 -3.62849 7.58797
H 5.76484 -6.58485 2.78743
H 6.00391 -4.15979 0.46627
H 4.84175 -3.96058 -1.83751
H 3.10478 -2.78995 -3.21793
H 1.36881 -1.36217 -2.07445
H 1.42096 -1.18928 0.40089
H 3.03273 -2.42438 1.74344
H 2.63465 -6.83132 7.99708
H 0.21910 -7.11732 8.53239
H -1.52612 -6.17820 7.00902
H -0.83447 -4.93432 4.95898
H 1.56372 -4.65822 4.41594
H 2.86680 -8.39144 6.06058
H 3.86112 -10.64018 5.82927
H 6.27972 -10.89854 5.25987
H 7.68173 -8.86116 4.88103
H 6.69301 -6.60886 5.13398
H 5.90702 -6.68168 7.80150
H 7.04295 -5.54101 9.68352
H 6.48942 -3.17278 10.24176
H 4.75963 -1.96509 8.91048
H 3.64051 -3.08724 7.00165
```

Computed properties:
Orbital gap (eV): 4.91
Charge: -2